Here is a structure of composition C28H32FN12O7STi at a distorted geometry from the OMol25 dataset. Energies are from ωB97M-V/def2-TZVPD.

CARTESIAN COORDINATES (ANGSTROEM)
Ti 0.1419 -0.1414 0.5516
F -1.1526 -3.8670 5.7812
C -0.5968 -4.3039 4.6284
C -0.4936 -3.4043 3.6028
C 0.0485 -3.7805 2.3673
C 0.1875 -2.7684 1.3596
O -0.1277 -1.5512 1.6292
C 0.7315 -3.1992 0.1221
C 1.0794 -4.5103 -0.0352
N 0.9674 -5.4742 0.9116
C 1.3573 -6.7871 0.4565
C 2.1694 -7.7854 1.2328
C 0.7382 -8.0850 0.8892
C 0.4722 -5.1207 2.1611
C 0.3945 -5.9912 3.2510
C -0.1331 -5.6191 4.4941
N -0.0995 -6.5338 5.5540
C -0.5705 -7.8911 5.3804
C 0.4057 -8.8269 6.1159
N 1.0607 -8.0522 7.2063
C 0.0780 -7.1747 7.8884
C -0.3321 -6.0639 6.9099
C 0.9771 -2.2577 -1.0358
O 1.5895 -2.6299 -2.0064
O 0.4661 -1.0711 -0.8915
H -0.8417 -2.3911 3.7352
H 1.4955 -4.7901 -0.9925
H 1.5991 -6.7341 -0.5967
H 2.4625 -7.5614 2.2454
H 2.9353 -8.3115 0.6818
H -0.0320 -8.0789 1.6431
H 0.5552 -8.8125 0.1126
H 0.7772 -6.9890 3.1634
H -0.6130 -8.1528 4.3269
H -1.5857 -8.0034 5.7822
H 1.1787 -9.2042 5.4461
H -0.1250 -9.6753 6.5467
H 1.7742 -7.4419 6.7866
H 1.5210 -8.6834 7.8698
H 0.5226 -6.7410 8.7836
H -0.7753 -7.7833 8.1899
H 0.2803 -5.1739 7.0685
H -1.3793 -5.7954 7.0988
N 1.3137 1.4741 -2.8980
N 0.9032 2.6489 -2.2783
C 0.0363 2.6443 -1.2648
N -0.3182 3.7983 -0.6798
N -0.4256 1.4389 -0.8888
N -1.3559 1.3075 0.0067
O -1.6561 0.0899 0.2480
O -1.9097 2.2118 0.6062
H 1.8123 0.8590 -2.2489
H 1.8762 1.6789 -3.7161
H 1.3479 3.5256 -2.5311
H -0.0517 4.6842 -1.0704
H -1.0476 3.7531 0.0273
N 6.8520 2.1328 4.6582
C 5.9388 1.7596 3.7354
C 5.5069 0.4236 3.6548
C 4.5420 0.0546 2.7459
C 4.0091 1.0113 1.8953
C 4.4132 2.3345 1.9554
C 5.3728 2.7087 2.8660
S 2.6759 0.5948 0.8330
O 2.2913 -0.8105 1.0106
O 2.8847 0.9968 -0.5298
N 1.2892 1.3620 1.2681
C 0.8689 1.0034 2.5044
N 1.7294 0.7151 3.4800
C 1.2126 0.3814 4.6501
C -0.1555 0.3388 4.8820
C -0.9737 0.5817 3.7842
N -0.4716 0.8878 2.5987
H 7.3439 1.4346 5.1874
H 7.2373 3.0609 4.6388
H 5.9350 -0.3118 4.3192
H 4.1785 -0.9578 2.6799
H 3.9597 3.0501 1.2888
H 5.6906 3.7378 2.9200
H 1.9400 0.1391 5.4154
H -0.5608 0.1184 5.8539
H -2.0552 0.5326 3.8311

The calculation puts the highest occupied orbital energy (alpha / beta) at -10.92 / -11.82 eV. The calculation puts the gap between HOMO and LUMO (alpha / beta) at 5.6 / 6.5 eV. The calculation puts the LUMO energy (alpha / beta) at -5.35 / -5.35 eV. The energy above the lowest of the compared OMol25 structures with the same formula, charge and spin comes out at 19.7 kcal per mole. The charge is +2. Its multiplicity is 2. The expectation value of S² is 0.757.

Here is a cluster of 2 separate species, C5H13P in total at a distorted geometry from the OMol25 dataset. Energies are from ωB97M-V/def2-TZVPD.

CARTESIAN COORDINATES (ANGSTROEM)
C 2.1863 1.2983 1.3591
P 0.4836 0.5862 0.8746
C -0.6484 1.7285 1.8800
C 0.3241 1.4901 -0.7802
H 2.1907 2.3299 1.8421
H 2.5277 0.5551 2.1545
H 2.8187 1.2326 0.5758
H -1.6935 1.5484 1.5931
H -0.6266 1.2823 2.8217
H -0.6068 2.8038 1.7826
H 0.5645 2.4816 -0.8744
H 0.9398 0.9021 -1.4389
H -0.6290 1.2453 -1.1517
C -1.2830 -3.1861 -1.4599
C -0.2272 -3.8089 -1.9103
H -1.6727 -3.3391 -0.4281
H -1.7912 -2.4770 -2.2451
H 0.1317 -3.5900 -2.8770
H 0.3541 -4.4313 -1.3811

The calculation puts the highest occupied orbital energy at -8.91 eV. Its SMILES is CP(C)C.C=C. The calculation puts the gap between HOMO and LUMO at 10.1 eV. The calculation puts the LUMO energy at 1.15 eV. The energy above the lowest of the compared OMol25 structures with the same formula, charge and spin comes out at 38.2 kcal per mole.

Here is a structure of composition C18H18BeBrCl5NO5P at a distorted geometry from the OMol25 dataset. Energies are from ωB97M-V/def2-TZVPD.

CARTESIAN COORDINATES (ANGSTROEM)
Be 0.5446 -0.9664 0.3744
Cl -0.0027 0.3847 3.4220
C 0.1073 -1.3548 3.1586
C 0.2996 -1.8699 1.8966
C 0.5763 -3.2460 1.9622
Cl 0.9934 -4.0968 0.4498
C 0.5872 -4.0402 3.1069
Cl 0.9934 -5.6788 2.9639
C 0.2880 -3.4379 4.3304
Cl 0.1688 -4.3769 5.8348
C -0.0221 -2.1367 4.3410
Cl -0.4066 -1.2164 5.7923
Br -2.3824 -2.1108 -0.7228
C -0.8432 -2.0415 -1.8341
C -0.9534 -2.4119 -3.2332
C 0.1494 -2.1804 -3.9484
C 1.3368 -1.7085 -3.3197
C 1.3072 -1.3960 -2.0287
N 0.1825 -1.5908 -1.2319
C 2.4401 -0.7794 -1.2445
O 3.4440 -0.3078 -1.7372
O 2.0907 -0.6808 0.0455
H -1.8276 -2.8703 -3.6245
H 0.2213 -2.3945 -4.9999
H 2.2377 -1.6177 -3.8972
C 2.5746 3.7680 0.7564
C 2.0116 2.4506 0.1916
O 0.5787 2.4633 0.1755
P -0.3256 1.1834 0.0972
O -1.6907 1.7780 0.6597
C -2.7087 0.9480 1.2732
C -3.2912 1.9131 2.2962
O -0.6352 1.0944 -1.4843
C -1.0445 2.1197 -2.3702
C -0.3114 2.0717 -3.6985
H 3.5977 3.4590 0.9947
H 2.0236 3.9370 1.7698
H 2.4821 4.5559 0.0884
H 2.3374 1.5407 0.6912
H 2.3495 2.3399 -0.8919
H -2.3227 0.0584 1.8228
H -3.5570 0.5879 0.6869
H -2.5172 2.1729 3.0327
H -4.1635 1.4542 2.7730
H -3.4940 2.8736 1.8737
H -0.9685 3.1588 -1.8713
H -2.0417 1.9817 -2.5385
H 0.7251 2.0252 -3.5656
H -0.5726 2.9808 -4.2805
H -0.5662 1.2103 -4.3391

The calculation puts the highest occupied orbital energy at -8.79 eV. The calculation puts the gap between HOMO and LUMO at 8.3 eV. The calculation puts the LUMO energy at -0.52 eV. The energy above the lowest of the compared OMol25 structures with the same formula, charge and spin comes out at 10.3 kcal per mole.

Here is a cluster of 11 separate species, C29H43N14O4P2S in total at a distorted geometry from the OMol25 dataset. Energies are from ωB97M-V/def2-TZVPD.

CARTESIAN COORDINATES (ANGSTROEM)
C 3.8999 0.7682 -0.8008
C 2.3497 0.4153 -1.2426
C 1.6122 -1.0363 -1.1369
N 0.2281 -1.4454 -1.5105
N -0.6443 -0.5220 -1.9888
C -0.1644 0.8647 -2.1179
C -1.3242 1.9461 -2.6585
C -2.5979 1.2391 -3.3957
S -4.0499 2.4675 -3.1952
C -4.8963 1.8176 -1.6097
N -5.9962 0.7443 -1.7457
N -6.3628 0.4727 -0.4341
C -5.5603 1.3123 0.5712
O -4.6135 2.1945 -0.1898
C 1.2828 1.5658 -1.8355
P 1.7658 3.3900 -2.1046
P 0.4655 4.7797 -1.0216
O -0.5437 5.3974 -2.1021
O -0.3519 3.8758 0.2272
O 1.5446 6.0216 -0.3556
H 4.3025 1.7825 -1.2384
H 3.8632 0.9270 0.3816
H 4.6067 -0.1493 -0.9762
H 2.2914 -1.9107 -0.6874
H -0.0904 -2.4545 -1.4028
H -1.7090 2.5635 -1.7361
H -0.8209 2.7383 -3.3926
H -2.9842 0.2472 -2.9116
H -2.4094 1.0255 -4.5536
H -5.6390 1.2868 1.7426
H 3.0954 3.6056 -1.5187
H -0.0767 2.9127 0.2195
H 1.9327 5.5631 0.4691
C -3.3934 2.9037 3.1691
C -2.9947 1.7298 3.9637
N -2.6798 0.8024 4.5914
H -3.5922 2.6373 2.1256
H -4.3032 3.3688 3.5631
H -2.6134 3.6724 3.1637
C 5.3203 -1.7592 1.6403
C 4.7616 -2.5768 0.5506
N 4.3201 -3.2228 -0.3103
H 4.7252 -0.8566 1.8148
H 5.3535 -2.3123 2.5849
H 6.3427 -1.4348 1.4193
C -0.0203 -4.8697 -3.5932
C -0.7604 -4.8007 -2.3221
N -1.3452 -4.7462 -1.3179
H 0.9690 -4.4072 -3.5109
H 0.1325 -5.9047 -3.9167
H -0.5523 -4.3539 -4.3997
C 5.2591 2.7954 3.1789
C 5.8027 2.0373 2.0396
N 6.2321 1.4383 1.1395
H 5.3830 3.8750 3.0424
H 4.1890 2.6075 3.3162
H 5.7574 2.5287 4.1170
C 7.5731 -5.7818 2.1141
C 7.4636 -4.4087 2.6344
N 7.3771 -3.3239 3.0456
H 7.6915 -6.5122 2.9214
H 6.6834 -6.0707 1.5446
H 8.4346 -5.8942 1.4473
C -0.8836 8.5520 -1.2911
C -0.8201 9.9529 -0.8421
N -0.7701 11.0597 -0.4874
H -1.3861 7.9140 -0.5564
H -1.4322 8.4537 -2.2338
H 0.1155 8.1335 -1.4532
C -8.4779 2.8339 2.9031
C -7.2109 2.5781 3.6086
N -6.2100 2.3761 4.1660
H -9.1094 3.5422 3.4497
H -8.3081 3.2544 1.9063
H -9.0604 1.9157 2.7719
C -4.6875 -2.1841 -0.9551
C -4.1439 -2.9423 -2.0944
N -3.7145 -3.5413 -2.9945
H -4.5636 -1.1046 -1.0915
H -5.7576 -2.3720 -0.8178
H -4.1893 -2.4509 -0.0170
C -3.8790 -6.2732 -5.2891
C -3.0561 -7.0986 -6.1890
N -2.4061 -7.7508 -6.8999
H -4.9176 -6.2137 -5.6314
H -3.8966 -6.6782 -4.2717
H -3.5011 -5.2475 -5.2224
C 5.5737 -4.4447 6.0283
C 5.0149 -5.2624 4.9386
N 4.5735 -5.9084 4.0777
H 4.9786 -3.5421 6.2028
H 5.6068 -4.9978 6.9729
H 6.5961 -4.1203 5.8073

The calculation puts the highest occupied orbital energy at -11.82 eV. The calculation puts the gap between HOMO and LUMO at 6.3 eV. The calculation puts the LUMO energy at -5.56 eV. The charge is +1.

| no. | E (eV) | molecular weight (g mol⁻¹) |
| --- | --- | --- |
| 1 | -98420.8090 | 747.573 |
| 2 | -14682.4446 | 104.133 |
| 3 | -173034.3743 | 625.499 |
| 4 | -89213.2741 | 745.772 |